No. 1
ORCA calculation (the ωB97M-V functional and the def2-TZVPD basis) on a structure of composition C21H18BrN3O2W.

ORCA input file:
```
! wB97M-V def2-TZVPD RIJCOSX def2/J DEFGRID3
* xyz 2 3
W -0.048 -0.033 0.091
O -0.033 -0.433 2.019
C -0.916 -1.051 2.812
C -0.754 -0.969 4.190
C -1.664 -1.616 5.001
C -2.730 -2.369 4.480
C -2.877 -2.472 3.126
C -1.969 -1.813 2.255
C -2.110 -2.028 0.871
N -1.372 -1.554 -0.117
C -1.706 -1.997 -1.502
C -0.600 -1.520 -2.427
N -0.316 -0.133 -2.043
C -0.487 0.836 -2.871
C -0.452 2.231 -2.501
C -0.374 3.202 -3.507
C -0.378 4.544 -3.180
C -0.486 4.923 -1.846
C -0.592 3.981 -0.829
C -0.574 2.645 -1.170
O -0.695 1.721 -0.144
H 0.061 -0.390 4.599
H -1.552 -1.542 6.075
H -3.416 -2.867 5.149
H -3.681 -3.059 2.700
H -2.914 -2.697 0.564
H -1.790 -3.083 -1.522
H -2.663 -1.558 -1.786
H 0.303 -2.116 -2.283
H -0.896 -1.590 -3.474
H -0.694 0.592 -3.913
H -0.308 2.891 -4.543
H -0.309 5.293 -3.956
H -0.501 5.974 -1.587
H -0.702 4.272 0.206
Br 6.605 -0.688 0.217
C 4.756 -0.607 0.140
C 4.113 0.617 -0.037
C 2.739 0.623 -0.089
N 2.012 -0.506 0.024
C 2.629 -1.685 0.206
C 4.002 -1.772 0.258
H 4.666 1.541 -0.131
H 2.198 1.554 -0.232
H 2.001 -2.559 0.311
H 4.473 -2.734 0.395
*
```

Results
HOMO energy (alpha / beta) = -14.18 / -14.75 eV
LUMO energy (alpha / beta) = -6.754 / -7.432 eV
gap between HOMO and LUMO (alpha / beta) = 7.43 / 7.31 eV
relative energy (zero: lowest compared OMol25 entry of this formula, charge and spin) = 0.0 kJ/mol

Need the Löwdin charges? In units of e they are: atom 1 (W): 1.766, atom 2 (O): -0.214, atom 3 (C): -0.286, atom 4 (C): 0.022, atom 5 (C): -0.004, atom 6 (C): -0.036, atom 7 (C): 0.000, atom 8 (C): -0.137, atom 9 (C): -0.024, atom 10 (N): -0.153, atom 11 (C): -0.149, atom 12 (C): -0.169, atom 13 (N): -0.123, atom 14 (C): -0.019, atom 15 (C): -0.146, atom 16 (C): 0.001, atom 17 (C): -0.035, atom 18 (C): -0.015, atom 19 (C): 0.018, atom 20 (C): -0.275, atom 21 (O): -0.241, atom 22 (H): 0.133, atom 23 (H): 0.129, atom 24 (H): 0.124, atom 25 (H): 0.129, atom 26 (H): 0.154, atom 27 (H): 0.137, atom 28 (H): 0.140, atom 29 (H): 0.123, atom 30 (H): 0.135, atom 31 (H): 0.154, atom 32 (H): 0.130, atom 33 (H): 0.124, atom 34 (H): 0.127, atom 35 (H): 0.134, atom 36 (Br): 0.919, atom 37 (C): -0.666, atom 38 (C): -0.055, atom 39 (C): -0.095, atom 40 (N): -0.132, atom 41 (C): -0.076, atom 42 (C): -0.058, atom 43 (H): 0.127, atom 44 (H): 0.125, atom 45 (H): 0.132, atom 46 (H): 0.126

---

No. 2
ORCA calculation (the ωB97M-V functional and the def2-TZVPD basis) on a structure of composition C21H18MnN4O2STe.

ORCA input file:
```
! wB97M-V def2-TZVPD RIJCOSX def2/J DEFGRID3
* xyz 0 6
Mn -0.819 0.920 0.082
C -0.543 4.870 -1.964
C 0.763 4.788 -2.490
C 1.562 3.729 -2.172
C 1.076 2.713 -1.309
N -0.213 2.785 -0.837
C -0.971 3.846 -1.156
C 1.829 1.603 -0.843
C 3.205 1.344 -1.007
C 3.812 0.340 -0.306
C 3.061 -0.399 0.667
C 1.733 -0.135 0.770
N 1.104 0.737 -0.043
C 0.819 -0.646 1.835
C 1.170 -1.583 2.795
C 0.253 -1.918 3.774
C -0.994 -1.309 3.785
C -1.284 -0.400 2.789
N -0.398 -0.085 1.835
H -1.197 5.702 -2.184
H 1.137 5.566 -3.145
H 2.565 3.661 -2.575
H -1.973 3.841 -0.738
H 3.794 1.971 -1.667
H 4.870 0.156 -0.429
H 3.548 -1.108 1.323
H 2.150 -2.041 2.770
H 0.513 -2.651 4.528
H -1.734 -1.544 4.537
H -2.245 0.091 2.704
N -1.554 0.648 -2.094
C -2.999 0.948 -2.057
C -3.521 1.383 -0.690
O -4.642 1.840 -0.613
O -2.712 1.184 0.319
H -1.047 1.346 -2.621
H -1.370 -0.245 -2.531
H -3.567 0.056 -2.329
H -3.275 1.720 -2.773
Te -2.140 -2.282 -0.169
C -1.077 -3.968 0.234
C 0.298 -4.101 0.219
C 0.724 -5.404 0.570
C -0.329 -6.238 0.842
S -1.821 -5.452 0.657
H 0.961 -3.284 -0.037
H 1.759 -5.713 0.617
H -0.283 -7.279 1.127
*
```

Results
HOMO energy (alpha / beta) = -5.22 / -6.81 eV
LUMO energy (alpha / beta) = -0.163 / -2.090 eV
gap between HOMO and LUMO (alpha / beta) = 5.05 / 4.72 eV
relative energy (zero: lowest compared OMol25 entry of this formula, charge and spin) = 268.7 kJ/mol

Need the Löwdin charges? In units of e they are: atom 1 (Mn): 0.657, atom 2 (C): -0.078, atom 3 (C): -0.084, atom 4 (C): -0.029, atom 5 (C): -0.224, atom 6 (N): 0.008, atom 7 (C): -0.132, atom 8 (C): -0.206, atom 9 (C): -0.027, atom 10 (C): -0.068, atom 11 (C): -0.034, atom 12 (C): -0.234, atom 13 (N): -0.001, atom 14 (C): -0.201, atom 15 (C): -0.006, atom 16 (C): -0.043, atom 17 (C): -0.045, atom 18 (C): -0.123, atom 19 (N): 0.004, atom 20 (H): 0.096, atom 21 (H): 0.103, atom 22 (H): 0.102, atom 23 (H): 0.117, atom 24 (H): 0.105, atom 25 (H): 0.099, atom 26 (H): 0.097, atom 27 (H): 0.113, atom 28 (H): 0.114, atom 29 (H): 0.111, atom 30 (H): 0.119, atom 31 (N): -0.021, atom 32 (C): -0.167, atom 33 (C): -0.663, atom 34 (O): 0.049, atom 35 (O): -0.196, atom 36 (H): 0.081, atom 37 (H): 0.055, atom 38 (H): 0.113, atom 39 (H): 0.121, atom 40 (Te): 1.073, atom 41 (C): -1.099, atom 42 (C): -0.248, atom 43 (C): -0.186, atom 44 (C): -0.420, atom 45 (S): 0.931, atom 46 (H): 0.094, atom 47 (H): 0.103, atom 48 (H): 0.068

---

No. 3
ORCA calculation (the ωB97M-V functional and the def2-TZVPD basis) on an isolated molecule of C21H18N2O4.

ORCA input file:
```
! wB97M-V def2-TZVPD RIJCOSX def2/J DEFGRID3
* xyz 0 1
C 5.905 1.410 0.016
C 5.052 0.271 -0.408
N 5.682 -0.831 -0.836
C 3.666 0.320 -0.370
C 2.989 -0.836 -0.803
N 2.551 -1.831 -1.178
C 2.936 1.493 0.070
O 3.464 2.537 0.407
C 1.413 1.409 0.054
O 0.908 0.149 0.464
C -0.001 -0.431 -0.343
O -0.388 0.068 -1.369
C -0.462 -1.734 0.183
C 0.325 -2.478 1.056
C -0.091 -3.729 1.471
C -1.290 -4.251 1.011
C -2.081 -3.514 0.147
C -1.685 -2.249 -0.265
C -2.594 -1.468 -1.162
O -2.980 -1.921 -2.217
C -3.048 -0.159 -0.638
C -2.956 0.180 0.710
C -3.385 1.420 1.144
C -3.907 2.350 0.252
C -4.375 3.692 0.723
C -4.006 2.002 -1.092
C -3.590 0.763 -1.532
H 5.694 2.283 -0.601
H 6.961 1.156 -0.057
H 5.665 1.701 1.037
H 6.685 -0.865 -0.884
H 5.150 -1.626 -1.153
H 1.059 1.619 -0.966
H 1.021 2.180 0.726
H 1.268 -2.074 1.387
H 0.525 -4.305 2.145
H -1.608 -5.234 1.323
H -3.018 -3.911 -0.216
H -2.561 -0.529 1.425
H -3.310 1.672 2.192
H -3.994 3.913 1.716
H -5.465 3.712 0.762
H -4.053 4.473 0.037
H -4.412 2.715 -1.796
H -3.658 0.488 -2.573
*
```

Results
HOMO energy = -8.95 eV
LUMO energy = 0.336 eV
gap between HOMO and LUMO = 9.29 eV
relative energy (zero: lowest compared OMol25 entry of this formula, charge and spin) = 150.2 kJ/mol
SMILES = C/C(N)=C(/C#N)C(=O)COC(=O)c1ccccc1C(=O)c1ccc(C)cc1

Need the Löwdin charges? In units of e they are: atom 1 (C): -0.006, atom 2 (C): -0.273, atom 3 (N): 0.174, atom 4 (C): -0.121, atom 5 (C): -0.204, atom 6 (N): 0.212, atom 7 (C): -0.336, atom 8 (O): 0.066, atom 9 (C): -0.066, atom 10 (O): -0.007, atom 11 (C): -0.445, atom 12 (O): 0.143, atom 13 (C): -0.088, atom 14 (C): -0.013, atom 15 (C): -0.061, atom 16 (C): -0.060, atom 17 (C): -0.003, atom 18 (C): -0.094, atom 19 (C): -0.323, atom 20 (O): 0.123, atom 21 (C): -0.163, atom 22 (C): -0.014, atom 23 (C): -0.033, atom 24 (C): -0.274, atom 25 (C): -0.052, atom 26 (C): -0.030, atom 27 (C): 0.001, atom 28 (H): 0.102, atom 29 (H): 0.083, atom 30 (H): 0.101, atom 31 (H): 0.116, atom 32 (H): 0.103, atom 33 (H): 0.145, atom 34 (H): 0.146, atom 35 (H): 0.112, atom 36 (H): 0.105, atom 37 (H): 0.106, atom 38 (H): 0.123, atom 39 (H): 0.121, atom 40 (H): 0.110, atom 41 (H): 0.074, atom 42 (H): 0.085, atom 43 (H): 0.080, atom 44 (H): 0.114, atom 45 (H): 0.123

---

No. 4
ORCA calculation (the ωB97M-V functional and the def2-TZVPD basis) on an isolated molecule of C21H18N4O3S.

ORCA input file:
```
! wB97M-V def2-TZVPD RIJCOSX def2/J DEFGRID3
* xyz 0 1
C -6.225 -0.656 -0.933
O -5.730 0.204 0.065
C -4.423 0.572 0.022
C -3.999 1.433 1.037
C -2.698 1.879 1.083
C -1.775 1.472 0.119
C -0.383 1.921 0.141
C 0.008 3.183 0.632
C 1.340 3.505 0.592
C 2.210 2.533 0.073
S 3.932 2.795 0.017
C 4.416 1.133 -0.548
C 3.783 0.133 0.415
O 3.709 0.377 1.598
N 3.345 -1.053 -0.109
C 3.409 -1.436 -1.501
C 2.079 -1.153 -2.203
O 1.982 -0.695 -3.318
N 1.024 -1.543 -1.453
C 1.118 -1.947 -0.125
C 0.038 -2.536 0.518
C 0.143 -2.907 1.847
C 1.323 -2.695 2.539
C 2.406 -2.102 1.909
C 2.307 -1.728 0.581
N 1.772 1.370 -0.383
N 0.511 1.076 -0.354
C -2.201 0.606 -0.884
C -3.507 0.159 -0.942
H -7.279 -0.801 -0.701
H -5.716 -1.624 -0.919
H -6.133 -0.210 -1.929
H -4.719 1.738 1.781
H -2.390 2.529 1.888
H -0.726 3.880 1.007
H 1.724 4.451 0.939
H 4.074 1.033 -1.574
H 5.504 1.101 -0.490
H 3.582 -2.520 -1.539
H 4.228 -0.948 -2.024
H 0.098 -1.401 -1.834
H -0.886 -2.680 -0.022
H -0.703 -3.357 2.344
H 1.402 -2.984 3.575
H 3.319 -1.910 2.447
H -1.492 0.305 -1.639
H -3.802 -0.501 -1.742
*
```

Results
HOMO energy = -8.17 eV
LUMO energy = 0.416 eV
gap between HOMO and LUMO = 8.59 eV
relative energy (zero: lowest compared OMol25 entry of this formula, charge and spin) = 122.4 kJ/mol
SMILES = COc1ccc(-c2ccc(SCC(=O)N3CC(=O)Nc4ccccc43)nn2)cc1

Need the Löwdin charges? In units of e they are: atom 1 (C): -0.087, atom 2 (O): -0.081, atom 3 (C): -0.274, atom 4 (C): 0.004, atom 5 (C): -0.023, atom 6 (C): -0.178, atom 7 (C): -0.208, atom 8 (C): 0.019, atom 9 (C): -0.044, atom 10 (C): -0.567, atom 11 (S): 0.997, atom 12 (C): -0.347, atom 13 (C): -0.528, atom 14 (O): 0.053, atom 15 (N): 0.008, atom 16 (C): -0.037, atom 17 (C): -0.467, atom 18 (O): 0.073, atom 19 (N): 0.149, atom 20 (C): -0.186, atom 21 (C): -0.022, atom 22 (C): -0.087, atom 23 (C): -0.081, atom 24 (C): -0.001, atom 25 (C): -0.151, atom 26 (N): 0.036, atom 27 (N): 0.112, atom 28 (C): -0.023, atom 29 (C): -0.011, atom 30 (H): 0.093, atom 31 (H): 0.096, atom 32 (H): 0.096, atom 33 (H): 0.119, atom 34 (H): 0.112, atom 35 (H): 0.115, atom 36 (H): 0.110, atom 37 (H): 0.070, atom 38 (H): 0.092, atom 39 (H): 0.147, atom 40 (H): 0.126, atom 41 (H): 0.143, atom 42 (H): 0.110, atom 43 (H): 0.101, atom 44 (H): 0.101, atom 45 (H): 0.116, atom 46 (H): 0.103, atom 47 (H): 0.103

---

No. 5
ORCA calculation (the ωB97M-V functional and the def2-TZVPD basis) on a structure of composition C21H18NO7PSc.

ORCA input file:
```
! wB97M-V def2-TZVPD RIJCOSX def2/J DEFGRID3
* xyz 1 1
Sc -0.331 0.956 -0.057
O -0.796 -0.257 1.566
C -2.011 -0.109 1.189
O -2.316 1.037 0.720
C -2.864 -1.290 0.904
P -2.500 -1.570 -0.945
C -3.263 -3.198 -1.212
C -2.556 -4.305 -1.673
C -3.220 -5.498 -1.923
C -4.586 -5.594 -1.713
C -5.299 -4.490 -1.266
C -4.643 -3.293 -1.027
C -0.698 -1.920 -0.796
C -0.174 -2.866 0.082
C 1.194 -2.960 0.281
C 2.070 -2.101 -0.375
C 1.578 -1.161 -1.267
C 0.198 -1.080 -1.481
H -3.923 -1.050 0.981
H -2.600 -2.145 1.519
H -1.490 -4.245 -1.850
H -2.664 -6.353 -2.284
H -5.099 -6.527 -1.905
H -6.367 -4.557 -1.111
H -5.215 -2.432 -0.700
H -0.841 -3.524 0.625
H 1.585 -3.700 0.967
H 3.134 -2.175 -0.201
H 2.248 -0.502 -1.802
H -0.180 -0.415 -2.264
O -1.251 2.309 -1.468
H -2.211 2.418 -1.498
H -0.835 3.002 -1.996
O 2.635 2.825 -1.475
C 2.272 2.726 -0.334
O 1.296 1.854 -0.005
C 2.819 3.529 0.792
C 2.371 3.382 2.102
C 2.908 4.161 3.116
C 3.895 5.090 2.830
C 4.325 5.216 1.521
C 3.812 4.455 0.493
N 5.379 6.207 1.209
O 5.739 6.290 0.055
O 5.807 6.868 2.130
H 1.607 2.654 2.336
H 2.559 4.043 4.132
H 4.333 5.713 3.596
H 4.169 4.579 -0.519
*
```

Results
HOMO energy = -11.88 eV
LUMO energy = -3.634 eV
gap between HOMO and LUMO = 8.24 eV
relative energy (zero: lowest compared OMol25 entry of this formula, charge and spin) = 114.5 kJ/mol

Need the Löwdin charges? In units of e they are: atom 1 (Sc): 1.188, atom 2 (O): -0.039, atom 3 (C): -0.677, atom 4 (O): -0.057, atom 5 (C): -0.190, atom 6 (P): 1.114, atom 7 (C): -0.393, atom 8 (C): -0.092, atom 9 (C): -0.065, atom 10 (C): -0.064, atom 11 (C): -0.067, atom 12 (C): -0.105, atom 13 (C): -0.405, atom 14 (C): -0.071, atom 15 (C): -0.018, atom 16 (C): -0.028, atom 17 (C): -0.061, atom 18 (C): -0.194, atom 19 (H): 0.101, atom 20 (H): 0.106, atom 21 (H): 0.100, atom 22 (H): 0.112, atom 23 (H): 0.112, atom 24 (H): 0.112, atom 25 (H): 0.104, atom 26 (H): 0.125, atom 27 (H): 0.124, atom 28 (H): 0.124, atom 29 (H): 0.127, atom 30 (H): 0.116, atom 31 (O): -0.024, atom 32 (H): 0.111, atom 33 (H): 0.119, atom 34 (O): 0.133, atom 35 (C): -0.492, atom 36 (O): -0.154, atom 37 (C): -0.120, atom 38 (C): -0.003, atom 39 (C): -0.035, atom 40 (C): 0.025, atom 41 (C): -0.115, atom 42 (C): 0.078, atom 43 (N): -0.350, atom 44 (O): 0.097, atom 45 (O): 0.095, atom 46 (H): 0.114, atom 47 (H): 0.116, atom 48 (H): 0.127, atom 49 (H): 0.137